# 1
Entry from OMol25: one molecule with the formula C4H6ClP at a distorted geometry (ωB97M-V with the def2-TZVPD basis set).

Last column: Mulliken charge in e.
Geometry (Å):
Cl (-3.08, 0.43, -0.48)  -0.243
P (-1.77, -0.27, 0.83)  0.039
C (-0.93, -1.36, -0.27)  -0.628
C (-0.35, -0.04, -0.16)  0.032
C (1.03, 0.36, 0.65)  -0.128
C (1.93, 1.12, 0.16)  -0.676
H (-0.47, -2.32, 0.05)  0.285
H (0.98, -0.04, 1.64)  0.271
H (-1.67, -1.48, -1.13)  0.246
H (1.77, 1.47, -0.92)  0.158
H (2.88, 1.50, 0.61)  0.258
H (-0.33, 0.62, -1.00)  0.386

Computed properties:
structure (SMILES) = C=C[C@H]1CP1Cl
E_tot = -957.49228 a.u.
HOMO energy = -9.48 eV
frontier orbital gap = 0.3884 Ha
F_max = 5.81 eV/Å
energy above the lowest of the compared OMol25 structures with the same formula, charge and spin = 16.22 kcal/mol
E_LUMO = 1.086 eV



# 2
Entry from OMol25: C40H99InN7O18 as an isolated structure at a distorted geometry (ωB97M-V with the def2-TZVPD basis set).

Last column: Mulliken charge in e.
Geometry (Å):
In (-2.92, 2.02, 2.11)  1.320
O (0.53, -0.09, -6.05)  -0.540
O (4.09, -5.46, 5.18)  -0.367
O (3.30, -0.43, 4.94)  -0.396
O (-0.67, -0.18, -1.14)  1.393
O (-3.18, -0.27, 0.05)  -0.047
O (-1.40, -0.33, 3.03)  0.549
O (-0.77, 1.59, 0.27)  -0.275
O (0.67, -3.70, 0.38)  -0.005
O (2.71, 5.78, 2.58)  -0.203
O (1.22, 4.26, -1.98)  0.024
O (-4.65, -1.96, -0.04)  -0.469
O (-4.43, -0.62, 1.78)  -0.692
O (4.23, 1.44, 0.01)  -0.141
O (-2.88, 3.52, 4.53)  -0.125
O (-3.84, -2.81, -2.76)  -0.574
O (3.76, -2.98, -6.67)  -0.329
O (1.11, 1.06, -0.52)  -0.367
O (-4.60, 1.52, -3.54)  -0.106
N (-3.25, 0.77, 4.79)  0.059
N (1.39, -2.44, -4.88)  -0.388
N (-7.48, -3.29, -2.61)  -0.769
N (1.51, -4.23, 2.93)  0.099
N (1.89, 6.28, -0.09)  0.000
N (-3.71, 2.41, -0.88)  0.050
N (3.42, 1.40, 2.73)  -0.019
C (-0.11, 0.85, -0.50)  -0.005
C (3.93, -5.49, 6.59)  -0.674
C (-2.37, 4.83, 4.68)  -0.868
C (-0.04, -0.47, -4.82)  -0.058
C (2.65, -3.03, -4.50)  0.217
C (-4.68, 2.85, -3.09)  -0.958
C (-1.88, 0.45, 5.24)  -0.954
C (-5.95, -4.97, -3.34)  -1.545
C (-5.48, 1.21, -4.61)  -0.797
C (3.26, -3.81, -5.63)  -1.046
C (2.41, 0.36, 2.90)  -0.296
C (2.87, -0.89, 3.67)  -0.476
C (-0.93, -1.43, 2.26)  -0.502
C (-4.00, 1.65, 5.66)  -0.992
C (0.83, -1.44, -3.98)  1.240
C (-2.10, 2.90, -2.68)  -0.619
C (-4.07, -0.96, 0.62)  0.199
C (-1.24, -0.64, 4.42)  -0.377
C (4.74, 0.43, 0.85)  -0.391
C (-6.06, -3.67, -2.56)  0.858
C (2.85, -4.65, 3.22)  -0.135
C (-3.01, -1.80, -3.32)  -0.059
C (1.08, -3.41, -0.95)  -0.934
C (1.78, 7.32, 0.93)  -0.771
C (-5.21, -2.52, -3.05)  -0.829
C (2.93, -5.67, 4.39)  -0.913
C (0.65, -5.17, 2.20)  -1.048
C (4.51, 1.25, -1.35)  -0.735
C (2.77, 7.09, 2.05)  -0.645
C (1.34, 1.07, -5.89)  -0.565
C (3.49, 5.65, 3.75)  -0.736
C (0.74, -5.09, 0.67)  -0.638
C (-3.36, 3.03, 5.79)  -0.642
C (4.74, 0.98, 2.26)  -0.776
C (1.55, 3.34, -2.99)  -0.872
C (1.33, 5.61, -2.40)  -0.783
C (-3.52, 3.16, -2.17)  -0.252
C (4.09, -3.71, -7.83)  -0.781
C (3.24, -1.40, 5.96)  -0.680
C (1.08, 6.61, -1.27)  -0.878
H (-1.98, -2.14, -3.21)  -0.142
H (1.40, 7.57, -1.70)  0.402
H (-6.45, -5.80, -2.84)  0.420
H (4.45, 5.18, 3.53)  0.236
H (4.13, 0.30, -1.76)  0.363
H (-5.47, 1.96, -5.40)  0.387
H (4.68, -3.07, -8.49)  0.246
H (2.60, 7.88, 2.80)  0.423
H (-4.65, 3.57, -3.92)  0.512
H (-1.98, 3.49, -3.59)  0.551
H (-0.36, -4.99, 2.58)  0.319
H (1.97, 8.28, 0.44)  0.360
H (-5.46, -1.55, -2.60)  0.187
H (-1.75, -1.60, 4.56)  0.498
H (3.81, 7.24, 1.72)  0.362
H (2.20, 0.81, -5.28)  0.215
H (-1.22, 1.31, 5.26)  0.275
H (4.01, -4.49, -5.21)  0.492
H (3.56, -3.86, 3.45)  0.288
H (-4.62, 2.74, -0.60)  0.314
H (-1.83, 5.06, 5.61)  0.330
H (-4.89, -5.24, -3.41)  0.298
H (0.31, -3.85, -1.60)  0.416
H (2.58, -4.52, -6.12)  0.424
H (1.69, -5.52, 0.34)  0.389
H (0.73, 1.88, -5.48)  0.196
H (3.58, 1.87, 3.61)  0.364
H (-5.75, -3.88, -1.52)  0.169
H (1.93, 0.07, 1.97)  -0.595
H (1.76, 1.42, -6.83)  0.381
H (-3.21, -1.61, -4.37)  0.440
H (-3.06, -0.87, -2.74)  -0.135
H (4.65, -4.62, -7.63)  0.309
H (2.21, -1.53, 6.34)  0.272
H (-5.09, 0.25, -4.95)  0.144
H (-6.51, 1.04, -4.28)  0.312
H (4.94, -5.66, 6.96)  0.258
H (4.12, 2.09, -1.91)  -0.030
H (1.66, 0.81, 3.56)  0.409
H (0.02, 6.62, -1.01)  0.379
H (2.10, -3.70, -1.20)  0.406
H (-3.55, 4.22, -1.87)  0.457
H (-0.19, -0.70, 4.72)  -0.088
H (0.17, -1.42, 2.33)  -0.277
H (5.58, 1.18, -1.56)  0.427
H (3.40, -2.27, -4.24)  0.155
H (1.46, -3.43, 2.31)  -0.015
H (-1.20, -2.39, 2.71)  0.716
H (-0.97, -1.00, -5.07)  0.102
H (2.62, 3.21, -3.14)  0.284
H (2.85, 6.27, -0.43)  0.152
H (-5.35, -2.52, -4.14)  0.507
H (3.51, -4.56, 6.99)  0.238
H (5.11, 0.23, 2.96)  0.343
H (-1.35, 3.20, -1.95)  0.142
H (5.39, 1.85, 2.35)  0.529
H (3.17, -3.89, -8.40)  0.326
H (4.11, -0.46, 0.78)  0.099
H (2.02, -5.59, 5.00)  0.477
H (-1.58, -0.25, -0.75)  -0.573
H (3.92, -1.16, 6.77)  0.372
H (-3.19, 5.55, 4.58)  0.338
H (1.65, -0.84, -3.56)  -0.009
H (3.70, -1.40, 3.18)  0.274
H (-1.73, 5.08, 3.83)  0.228
H (1.26, 2.34, -2.66)  0.021
H (-6.34, -4.90, -4.36)  0.386
H (0.93, -6.18, 2.53)  0.483
H (-1.95, 0.15, 6.29)  0.492
H (-1.98, 1.86, -3.00)  -0.287
H (-8.06, -4.00, -2.19)  0.298
H (-5.01, 1.80, 5.26)  0.353
H (2.04, -1.59, 3.82)  0.785
H (0.52, 5.76, -3.12)  0.401
H (2.90, 5.02, 4.42)  0.192
H (-4.04, 3.78, 6.19)  0.481
H (2.93, -6.70, 4.03)  0.409
H (-5.65, 3.05, -2.61)  0.402
H (-4.18, 1.27, 6.67)  0.400
H (1.44, -2.00, -5.80)  0.377
H (1.00, 3.60, -3.90)  0.444
H (-0.09, -5.64, 0.23)  0.416
H (0.98, -2.35, -1.19)  -0.010
H (3.35, -5.18, 2.40)  0.170
H (2.51, -3.76, -3.70)  0.028
H (-0.47, 0.35, -4.24)  0.095
H (-7.63, -2.54, -1.94)  0.264
H (3.52, -2.43, 5.70)  0.151
H (-2.53, 2.91, 6.50)  0.419
H (-3.70, 1.45, -1.22)  -0.224
H (-1.25, -1.37, 1.23)  -0.395
H (0.74, 7.39, 1.29)  0.354
H (-3.79, -0.08, 4.78)  0.184
H (5.76, 0.15, 0.57)  0.483
H (3.35, -6.35, 6.93)  0.327
H (2.27, 5.83, -2.93)  0.394
H (-4.11, -1.89, -0.86)  0.270
H (0.23, -1.87, -3.18)  -0.960
H (3.78, 6.58, 4.25)  0.380

Computed properties:
E_tot = -3510.53087 a.u.
HOMO energy = -10.14 eV
total charge = +1
frontier orbital gap = 0.0827 Ha
F_max = 2.13 eV/Å
E_LUMO = -7.890 eV



# 3
Entry from OMol25: C27H17AuBrNO6S4 as an isolated structure at a distorted geometry (ωB97M-V with the def2-TZVPD basis set).

Last column: Mulliken charge in e.
Geometry (Å):
Au (10.94, 11.82, 10.48)  0.368
Br (11.56, 18.81, 11.07)  -0.234
S (9.71, 16.12, 7.94)  1.124
S (6.31, 12.30, 9.09)  -0.032
S (8.19, 10.46, 6.41)  -0.085
S (6.28, 9.03, 8.61)  0.099
O (9.72, 10.31, 10.07)  -0.965
O (9.46, 15.45, 6.67)  -0.719
O (10.64, 17.21, 7.83)  -0.667
O (12.31, 13.15, 11.13)  -0.746
O (9.36, 14.99, 11.35)  -0.801
O (14.15, 12.94, 9.79)  -0.720
N (9.94, 15.06, 9.12)  0.048
C (8.21, 16.90, 8.63)  0.095
C (9.81, 12.17, 7.51)  -0.315
C (8.33, 7.97, 9.62)  -0.742
C (13.29, 13.61, 10.41)  0.552
C (12.75, 17.42, 10.53)  -0.026
C (7.45, 6.90, 9.44)  -0.426
C (5.77, 12.99, 10.62)  -0.580
C (9.74, 12.51, 6.11)  -0.740
C (9.02, 11.07, 7.81)  0.197
C (12.54, 16.06, 10.83)  -0.126
C (8.19, 16.45, 9.94)  0.091
C (8.91, 11.69, 5.40)  -0.491
C (6.26, 18.20, 9.01)  -0.464
C (7.20, 16.87, 10.82)  -0.255
C (7.54, 11.69, 11.32)  -0.572
C (7.88, 9.19, 9.18)  -0.495
C (6.24, 17.78, 10.34)  -0.721
C (14.50, 15.55, 9.51)  -0.501
C (6.50, 12.58, 11.69)  -0.628
C (8.63, 10.54, 9.26)  2.357
C (6.23, 7.33, 8.95)  -0.628
C (7.61, 11.50, 9.96)  0.194
C (13.43, 15.08, 10.30)  0.368
C (9.23, 15.43, 10.21)  0.307
C (14.72, 16.91, 9.31)  -0.396
C (13.88, 17.85, 9.82)  -0.438
C (7.25, 17.75, 8.13)  -0.510
H (8.18, 11.17, 12.00)  0.563
H (5.33, 6.76, 8.78)  0.420
H (6.35, 12.92, 12.72)  0.305
H (11.68, 15.68, 11.39)  0.404
H (7.69, 5.88, 9.66)  0.373
H (5.00, 13.77, 10.57)  0.428
H (9.37, 7.84, 9.97)  0.344
H (5.72, 19.02, 8.61)  0.358
H (7.20, 16.44, 11.85)  0.367
H (7.26, 18.02, 7.07)  0.439
H (15.14, 14.77, 9.02)  0.305
H (15.61, 17.25, 8.74)  0.312
H (10.35, 13.32, 5.64)  0.312
H (5.57, 18.20, 11.04)  0.440
H (14.08, 18.89, 9.66)  0.374
H (10.34, 12.77, 8.22)  0.061
H (8.63, 11.75, 4.37)  0.420

Computed properties:
E_tot = -5847.79074 a.u.
HOMO energy = -2.81 eV
total charge = -2
frontier orbital gap = 0.2518 Ha
F_max = 2.42 eV/Å
energy above the lowest of the compared OMol25 structures with the same formula, charge and spin = 0.00 kcal/mol
E_LUMO = 4.047 eV